Formula: C27H30F7N3O21
Source: the OMol25 dataset
Level of theory: ωB97M-V with the def2-TZVPD basis set

The strongest force on any atom comes out at 1.68 eV/Å. The calculation puts the highest occupied orbital energy at -0.4085 hartree. As for the SMILES: O=C1OC[C@@H](F)O1.O=C1OC[C@@H](F)O1.O=C1OC[C@@H](F)O1.O=C1OC[C@@H](F)O1.O=C1OC[C@@H](F)O1.O=C1OC[C@@H](F)O1.O=C1OC[C@@H](F)O1.CC#N.CC#N.CC#N. The electronic energy is -3490.309997 Ha. The calculation puts the LUMO energy at -0.12 eV. Its energy above the lowest of the compared OMol25 structures with the same formula, charge and spin is 0.0951 eV.

The geometry in ORCA input format:
```
! wB97M-V def2-TZVPD RIJCOSX def2/J DEFGRID3
* xyz 0 1
O -2.95 -4.58 0.43
C -2.73 -3.88 -0.50
O -2.52 -2.58 -0.50
C -2.38 -2.11 -1.84
C -2.11 -3.40 -2.64
F -0.79 -3.70 -2.71
O -2.72 -4.36 -1.78
H -3.28 -1.58 -2.13
H -1.48 -1.50 -1.91
H -2.54 -3.38 -3.63
O 2.11 -3.26 -1.23
C 1.94 -3.38 -0.06
O 1.32 -4.39 0.54
C 0.97 -4.05 1.86
C 1.81 -2.79 2.15
F 2.90 -3.14 2.90
O 2.33 -2.46 0.86
H -0.11 -3.94 1.96
H 1.24 -4.86 2.54
H 1.27 -1.99 2.64
O 4.88 5.07 2.03
C 3.93 4.94 1.33
O 3.09 3.90 1.39
C 2.10 4.09 0.36
C 2.22 5.59 0.13
F 1.52 6.30 1.09
O 3.58 5.81 0.35
H 2.40 3.56 -0.54
H 1.11 3.79 0.70
H 1.78 5.91 -0.81
O -1.54 -2.95 -6.19
C -1.09 -1.87 -6.00
O -0.04 -1.59 -5.19
C 0.34 -0.22 -5.41
C -1.01 0.36 -5.78
F -0.92 1.46 -6.58
O -1.59 -0.72 -6.50
H 0.69 0.14 -4.45
H 1.18 -0.22 -6.10
H -1.68 0.61 -4.96
O 1.10 0.98 3.04
C 1.15 0.91 4.22
O 0.39 1.68 5.03
C 0.70 1.33 6.38
C 1.14 -0.11 6.18
F 0.02 -0.90 6.02
O 1.81 -0.03 4.97
H 1.50 1.98 6.73
H -0.16 1.36 7.04
H 1.67 -0.56 7.01
O -3.32 -1.46 6.09
C -3.33 -1.57 4.91
O -4.40 -1.47 4.12
C -3.99 -1.41 2.75
C -2.62 -2.05 2.81
F -1.81 -1.48 1.88
O -2.21 -1.82 4.15
H -4.67 -1.96 2.10
H -3.99 -0.34 2.52
H -2.62 -3.14 2.68
O 4.26 0.18 -6.37
C 4.30 -0.41 -5.34
O 3.27 -1.06 -4.78
C 3.56 -1.24 -3.39
C 5.06 -1.15 -3.34
F 5.66 -2.39 -3.27
O 5.42 -0.58 -4.59
H 3.11 -0.44 -2.79
H 3.15 -2.18 -3.04
H 5.49 -0.56 -2.53
C -1.98 3.66 -2.12
C -2.48 2.34 -2.47
N -2.79 1.27 -2.74
H -2.30 4.07 -1.16
H -2.39 4.34 -2.88
H -0.90 3.66 -2.28
C -3.71 2.87 3.50
C -2.82 3.13 2.38
N -2.05 3.25 1.53
H -4.71 3.29 3.37
H -3.35 3.32 4.42
H -3.75 1.79 3.61
C -0.09 0.58 0.09
C 0.39 0.96 -1.22
N 0.73 1.17 -2.30
H -0.23 1.51 0.64
H 0.66 -0.04 0.58
H -1.06 0.09 0.00
*
```

---

Formula: C17H24FNPdSe3Si2Te
Source: the OMol25 dataset
Level of theory: ωB97M-V with the def2-TZVPD basis set

The strongest force on any atom comes out at 3.11 eV/Å. The calculation puts the highest occupied orbital energy (spin up / spin down) at -0.2509 / -0.2509 hartree. The electronic energy is -8996.065824 Ha. The calculation puts the LUMO energy (spin up / spin down) at -1.90 / -1.90 eV. Its energy above the lowest of the compared OMol25 structures with the same formula, charge and spin is 2.4723 eV.

The geometry in ORCA input format:
```
! wB97M-V def2-TZVPD RIJCOSX def2/J DEFGRID3
* xyz 0 1
Pd 0.76 -0.77 0.22
C 1.32 0.07 3.40
Si -0.53 -0.10 3.22
C -1.10 -1.50 4.32
C -1.28 1.54 3.74
N -0.95 -0.68 1.54
C -2.29 -0.88 1.17
C -3.38 -0.52 1.98
C -4.69 -0.78 1.61
C -4.97 -1.41 0.41
C -3.92 -1.80 -0.42
C -2.63 -1.54 -0.02
F -1.64 -1.95 -0.83
H 1.49 0.63 4.33
H 1.80 0.61 2.59
H 1.81 -0.90 3.51
H -0.71 -1.35 5.33
H -0.69 -2.44 3.95
H -2.18 -1.60 4.39
H -0.83 1.80 4.71
H -2.36 1.57 3.86
H -0.99 2.32 3.04
H -3.20 -0.03 2.92
H -5.50 -0.49 2.26
H -5.99 -1.61 0.11
H -4.08 -2.30 -1.36
Se -0.32 1.29 0.52
Se 3.13 -0.28 -0.05
Te 3.27 -2.57 1.04
Se 1.05 -3.31 0.12
C 2.14 -1.78 -2.98
Si 1.26 -0.34 -2.20
C -0.45 -0.33 -2.93
C 2.14 1.24 -2.66
C 3.15 1.19 -3.63
C 3.80 2.34 -4.05
C 3.46 3.57 -3.51
C 2.46 3.65 -2.55
C 1.81 2.49 -2.13
H 2.02 -1.71 -4.07
H 1.69 -2.72 -2.65
H 3.21 -1.81 -2.74
H -0.29 -0.09 -3.99
H -1.10 0.43 -2.49
H -0.92 -1.30 -2.86
H 3.45 0.23 -4.05
H 4.58 2.27 -4.80
H 3.97 4.47 -3.83
H 2.19 4.60 -2.12
H 1.03 2.58 -1.39
*
```

---

Formula: C24H57F2N8O11S2V
Source: the OMol25 dataset
Level of theory: ωB97M-V with the def2-TZVPD basis set

The strongest force on any atom comes out at 8.93 eV/Å. The calculation puts the highest occupied orbital energy (spin up / spin down) at -0.1979 / -0.2748 hartree. The expectation value of S² is 2.04. The electronic energy is -4154.343800 Ha. The calculation puts the LUMO energy (spin up / spin down) at -0.05 / -0.05 eV.

The geometry in ORCA input format:
```
! wB97M-V def2-TZVPD RIJCOSX def2/J DEFGRID3
* xyz 0 3
O 30.05 0.01 19.83
V 29.57 -0.72 21.21
N 29.69 0.69 22.74
S 28.96 2.22 22.90
O 29.86 3.36 22.84
O 27.73 2.31 23.63
F 28.46 2.15 21.35
S 30.19 0.75 24.17
O 29.13 0.58 25.14
O 31.40 1.54 24.54
F 30.83 -0.73 24.10
C 29.06 4.66 15.59
C 29.26 3.67 14.44
N 30.65 3.08 14.40
C 31.60 4.00 13.78
C 33.03 3.46 13.54
C 31.23 2.48 15.67
C 30.29 1.45 16.24
H 28.03 4.60 15.94
H 29.28 5.68 15.28
H 29.63 4.41 16.48
H 28.59 2.81 14.46
H 29.08 4.09 13.45
H 31.74 4.97 14.26
H 31.20 4.21 12.79
H 33.08 2.52 13.00
H 33.58 3.33 14.47
H 33.68 4.16 13.01
H 32.15 1.94 15.45
H 31.52 3.23 16.41
H 30.16 0.65 15.52
H 30.60 1.03 17.20
H 29.34 1.94 16.44
C 27.83 -2.31 23.66
O 28.50 -1.89 22.73
N 28.14 -3.45 24.28
C 27.34 -3.82 25.46
C 29.22 -4.33 23.80
H 26.96 -1.80 24.09
H 26.70 -3.02 25.84
H 27.95 -4.04 26.34
H 26.62 -4.64 25.38
H 28.88 -5.27 23.36
H 29.87 -3.84 23.08
H 29.79 -4.59 24.69
C 29.49 -4.00 20.10
O 29.49 -2.75 20.12
N 28.34 -4.72 20.30
C 28.43 -6.18 20.33
C 27.04 -4.09 20.39
H 30.42 -4.58 20.03
H 28.28 -6.60 19.33
H 27.65 -6.57 20.99
H 29.38 -6.56 20.70
H 26.70 -4.22 21.42
H 27.05 -3.01 20.24
H 26.36 -4.60 19.71
C 27.86 -1.99 17.33
O 28.59 -1.05 17.61
N 28.29 -3.16 16.82
C 29.70 -3.45 16.58
C 27.28 -4.27 16.61
H 26.76 -1.93 17.41
H 30.07 -3.98 17.46
H 30.31 -2.58 16.32
H 29.79 -4.14 15.74
H 26.24 -3.95 16.63
H 27.47 -4.74 15.64
H 27.48 -5.10 17.28
C 32.79 1.71 21.00
O 32.67 0.71 20.29
N 32.32 2.94 20.71
C 32.36 4.09 21.71
C 31.72 3.30 19.40
H 33.20 1.69 22.02
H 32.49 3.78 22.74
H 31.51 4.73 21.49
H 33.27 4.63 21.43
H 31.91 4.34 19.14
H 31.88 2.57 18.61
H 30.64 3.22 19.50
C 32.34 -2.58 22.01
O 31.46 -1.78 21.69
N 33.34 -2.39 22.90
C 34.08 -3.48 23.44
C 33.58 -1.09 23.54
H 32.37 -3.61 21.61
H 35.13 -3.50 23.16
H 33.68 -4.46 23.16
H 33.98 -3.40 24.53
H 33.35 -1.08 24.61
H 34.64 -0.85 23.44
H 33.10 -0.20 23.12
C 26.22 -0.22 20.24
O 27.41 -0.32 20.52
N 25.19 -0.11 21.14
C 23.74 0.01 20.82
C 25.41 0.20 22.58
H 25.84 -0.27 19.20
H 23.50 -0.22 19.78
H 23.24 0.92 21.14
H 23.22 -0.81 21.32
H 25.14 -0.68 23.16
H 26.43 0.47 22.86
H 24.88 1.10 22.89
*
```

---

Formula: C3INS
Source: the OMol25 dataset
Level of theory: ωB97M-V with the def2-TZVPD basis set

The strongest force on any atom comes out at 2.32 eV/Å. The calculation puts the highest occupied orbital energy (spin up / spin down) at -0.3785 / -0.3345 hartree. The electronic energy is -864.670210 Ha. The calculation puts the LUMO energy (spin up / spin down) at -1.94 / -3.32 eV. Its energy above the lowest of the compared OMol25 structures with the same formula, charge and spin is 3.6164 eV.

The geometry in ORCA input format:
```
! wB97M-V def2-TZVPD RIJCOSX def2/J DEFGRID3
* xyz 0 1
C -0.39 -1.22 -0.05
C 0.73 -0.60 0.21
C -0.76 0.20 -0.07
N -0.41 1.41 -0.27
S 1.23 1.00 0.00
I -4.34 0.02 0.01
*
```

---

Formula: CH6N4O2
Source: the OMol25 dataset
Level of theory: ωB97M-V with the def2-TZVPD basis set

The strongest force on any atom comes out at 5.75 eV/Å. The calculation puts the highest occupied orbital energy at -0.3002 hartree. The electronic energy is -411.007679 Ha. The calculation puts the LUMO energy at 0.77 eV. Its energy above the lowest of the compared OMol25 structures with the same formula, charge and spin is 4.9224 eV.

The geometry in ORCA input format:
```
! wB97M-V def2-TZVPD RIJCOSX def2/J DEFGRID3
* xyz 0 1
C -0.60 0.27 -0.20
N 1.80 0.79 0.70
N 1.58 -0.96 -0.71
N -3.00 -0.29 -0.13
N 1.10 -0.41 0.42
O -0.56 1.13 -1.07
O -1.59 -0.38 0.34
H 1.96 1.47 -0.05
H 1.68 1.14 1.69
H 2.21 -1.68 -0.28
H 2.30 -0.41 -1.24
H -3.48 0.56 0.35
H -3.39 -1.24 0.19
*
```

---

Formula: C18H21N3O3
Source: the OMol25 dataset
Level of theory: ωB97M-V with the def2-TZVPD basis set

The strongest force on any atom comes out at 13.81 eV/Å. The calculation puts the highest occupied orbital energy at -0.3157 hartree. The electronic energy is -1088.021792 Ha. The calculation puts the LUMO energy at 0.11 eV. Its energy above the lowest of the compared OMol25 structures with the same formula, charge and spin is 14.8573 eV.

The geometry in ORCA input format:
```
! wB97M-V def2-TZVPD RIJCOSX def2/J DEFGRID3
* xyz 0 1
C 4.17 4.12 0.14
C 2.92 3.15 0.14
N 3.09 1.77 0.45
N 1.89 1.41 0.43
C 0.97 2.44 -0.03
C 1.70 3.65 0.00
H 1.26 4.69 -0.15
C -0.38 2.03 0.02
H -0.72 1.60 0.97
H -1.03 3.02 -0.09
H -0.53 1.27 -0.60
C 1.91 -0.05 0.68
H 0.67 -0.04 0.86
C 2.01 -0.87 -0.51
C 0.81 -0.88 -1.57
O 0.66 -0.04 -2.33
N -0.34 -1.55 -1.09
C -0.27 -2.49 0.12
H -0.51 -3.75 -0.32
C -1.35 -2.14 1.18
C -2.58 -1.85 0.28
C -3.74 -1.72 1.28
C -4.99 -1.53 0.57
C -5.04 -1.21 -0.72
C -3.74 -1.57 -1.78
C -2.74 -1.70 -1.03
C -1.52 -1.61 -1.94
H -1.42 -2.86 -2.37
H -1.37 -0.83 -2.50
H -3.98 -1.15 -2.67
H -5.94 -1.14 -1.39
H -5.87 -1.39 0.93
H -3.81 -1.95 2.19
H -1.05 -1.16 1.53
H -1.50 -2.87 1.77
H 0.73 -2.78 0.71
H 2.83 -0.38 -1.31
H 2.27 -1.73 -0.09
C 2.70 -0.60 1.84
O 2.44 -1.57 2.56
O 3.68 0.08 2.07
H 3.97 0.93 1.65
H 5.20 3.65 0.30
H 4.13 5.08 0.76
H 4.44 4.53 -0.94
*
```